1.
{
  "formula": "C2H7NO5P2S",
  "method": "the ωB97M-V functional and the def2-TZVPD basis",
  "elements": ["C", "C", "N", "O", "O", "O", "O", "O", "P", "P", "S", "H", "H", "H", "H", "H", "H", "H"],
  "coordinates": [[-1.414930, -2.214077, -0.941859], [-0.956389, 2.724783, 0.089193], [-1.235947, -1.847763, 0.415398], [3.273330, -0.180645, -1.133906], [2.488140, -1.054108, 1.199833], [0.843037, -0.422211, -0.563985], [-0.066262, -0.155407, 1.953929], [2.075446, 1.390868, 0.521477], [-0.412100, -0.419041, 0.544884], [2.337542, 0.036634, -0.015168], [-1.699873, 1.101825, -0.384339], [-0.554853, -2.715023, -1.306244], [-1.735486, -1.362156, -1.543966], [-2.261240, -2.922024, -0.920339], [-1.641789, 3.423489, 0.655110], [-0.455477, 3.041607, -0.799881], [-0.200999, 2.447272, 0.730326], [1.617846, -0.874020, 1.499540]],
  "atomic_forces_ev_per_a": [[-1.855, -0.382, 0.501], [-1.703, -0.488, -0.265], [1.522, 3.185, 1.002], [0.848, -0.488, -0.152], [2.007, 0.304, -1.587], [-1.317, -0.260, 1.204], [0.666, 0.945, 0.463], [0.631, 0.904, 0.589], [-1.692, -3.250, -1.398], [-0.419, 0.417, -0.811], [-0.378, 0.204, 0.534], [0.967, -0.474, -1.126], [0.154, -0.117, -0.797], [0.043, -0.178, -0.596], [0.518, -0.690, -1.156], [-0.045, 1.068, -0.420], [1.902, -0.420, 1.673], [-1.846, -0.280, 2.342]],
  "mulliken_charge": [-0.69, -0.66, -0.69, -0.80, -0.54, -0.20, -0.74, -0.69, 0.70, 0.81, -0.30, 0.17, 0.24, 0.26, 0.27, 0.24, 0.20, 0.41],
  "lumo_ev": 5.481,
  "homo_energy_ev": -0.41,
  "e_above_lowest_kcal_mol": 8.1,
  "total_charge": -2,
  "homo_lumo_gap_ha": 0.2165
}

2.
{
  "formula": "C3H8NOPS2",
  "method": "the ωB97M-V functional and the def2-TZVPD basis",
  "elements": ["C", "C", "C", "N", "O", "P", "S", "S", "H", "H", "H", "H", "H", "H", "H", "H"],
  "coordinates": [[0.967695, 1.558730, 1.166956], [0.465774, 0.564008, 2.267861], [-0.221370, -2.295334, -1.941984], [-0.138617, 1.782066, 0.299566], [-0.884697, 0.250913, 2.073491], [-1.560092, 1.056474, 0.726005], [-1.976094, -0.950637, -3.900394], [-1.145470, -0.664247, -2.096424], [1.246820, 2.457948, 1.639133], [1.782560, 1.064973, 0.710468], [1.119663, -0.373655, 2.241629], [0.526719, 1.094348, 3.278052], [0.404726, -2.032381, -1.157340], [0.269113, -2.481096, -2.860441], [-0.985220, -3.140045, -1.774170], [0.128491, 2.107934, -0.672408]],
  "atomic_forces_ev_per_a": [[-0.821, -1.308, 1.430], [1.278, 0.403, 1.270], [-3.446, -0.010, -0.243], [1.038, 0.915, -2.600], [-0.732, 0.452, -1.521], [-0.935, -0.947, 1.115], [0.139, 0.460, 0.887], [0.005, -1.383, -1.778], [0.746, 1.151, 0.479], [1.053, -0.084, -0.902], [-1.021, 1.115, 0.298], [0.257, -0.985, -1.118], [1.409, -0.480, 1.631], [0.646, 0.026, -0.797], [1.326, 1.410, 0.160], [-0.942, -0.736, 1.690]],
  "mulliken_charge": [-0.53, -0.18, -0.78, -0.15, -0.38, 0.03, -0.27, 0.06, 0.29, 0.27, 0.23, 0.24, 0.24, 0.35, 0.29, 0.28],
  "lumo_ev": [-1.568, 0.350],
  "homo_energy_ev": [-6.34, -8.49],
  "e_above_lowest_kcal_mol": 83.7,
  "total_charge": 0,
  "homo_lumo_gap_ha": [0.1752, 0.3249]
}

3.
{
  "formula": "C36H24N10PdS",
  "method": "the ωB97M-V functional and the def2-TZVPD basis",
  "elements": ["Pd", "C", "C", "C", "C", "C", "N", "C", "C", "C", "C", "C", "C", "C", "C", "N", "C", "N", "C", "N", "C", "N", "C", "N", "C", "N", "C", "C", "C", "C", "C", "C", "C", "C", "C", "C", "C", "C", "C", "C", "N", "H", "H", "H", "H", "H", "H", "H", "H", "H", "H", "H", "H", "H", "H", "H", "H", "C", "N", "C", "C", "N", "C", "S", "H", "H", "H", "H", "H", "H", "H", "H"],
  "coordinates": [[0.362536, 0.401385, -0.545757], [6.147208, -2.370855, 0.719549], [6.131125, -1.785509, 2.008559], [5.156618, -0.817286, 2.243655], [3.987574, -0.729524, 1.328186], [2.753344, 0.071041, 1.227154], [2.267927, 0.849490, 2.258047], [1.165428, 1.506359, 2.127765], [0.500476, 2.311258, 3.181712], [0.824185, 2.406164, 4.541631], [-0.041851, 3.163596, 5.262562], [-1.084600, 3.917391, 4.665532], [-1.451657, 3.686309, 3.327685], [-0.602965, 2.817900, 2.680869], [-0.797181, 2.425956, 1.326029], [-1.901554, 2.606970, 0.666288], [-2.087922, 2.166272, -0.675433], [-1.240234, 1.307693, -1.329010], [-1.787263, 0.964590, -2.478384], [-1.472089, 0.039318, -3.368023], [-0.400244, -0.753820, -3.161478], [0.506498, -0.784514, -2.121075], [1.446290, -1.699579, -2.351937], [2.489564, -1.916662, -1.706592], [2.826957, -1.211514, -0.584365], [2.159833, -0.282892, 0.081279], [3.987245, -1.450646, 0.105836], [5.106603, -2.261501, -0.225832], [1.120849, -2.267466, -3.699200], [1.803246, -3.250372, -4.426643], [1.183718, -3.620621, -5.643844], [0.102013, -2.850808, -6.221954], [-0.425677, -1.854387, -5.511182], [-0.003744, -1.645272, -4.250777], [-2.889450, 1.926854, -2.766533], [-3.583262, 2.044814, -3.974607], [-4.638822, 2.976903, -3.907589], [-4.945090, 3.615174, -2.740921], [-4.198120, 3.517016, -1.675137], [-3.174149, 2.643371, -1.574268], [0.269834, 1.652436, 0.991827], [7.045836, -2.999287, 0.678620], [6.921435, -1.953011, 2.718616], [5.020052, -0.468871, 3.298721], [1.718084, 1.846260, 4.953558], [0.011077, 3.483554, 6.340357], [-1.388545, 4.762871, 5.326696], [-2.282511, 4.136940, 2.823858], [5.124931, -2.730323, -1.231302], [2.690438, -3.674302, -3.927832], [1.620316, -4.441538, -6.227590], [-0.343014, -3.036619, -7.232406], [-1.299145, -1.249062, -5.828895], [-3.271154, 1.503908, -4.835425], [-5.173094, 3.013132, -4.838175], [-5.838141, 4.220570, -2.796830], [-4.555430, 4.175167, -0.851864], [-2.850221, -1.028388, 1.245937], [-1.738684, -1.407360, 2.022089], [-1.724282, -1.136955, 3.421352], [-0.423369, -1.676892, 3.969005], [0.064796, -2.414539, 2.793743], [-0.758047, -2.339102, 1.721999], [-0.526341, -3.078370, 0.263835], [-3.279195, -0.094237, 1.745657], [-3.542217, -1.910313, 0.990714], [-2.390309, -0.851583, 0.231201], [-2.637166, -1.653372, 3.897257], [-1.953867, -0.067096, 3.584425], [-0.682277, -2.319336, 4.805749], [0.258472, -0.835009, 4.260967], [0.608373, -3.241871, 2.872339]],
  "atomic_forces_ev_per_a": [[0.617, 0.814, -0.002], [0.246, -0.865, 0.419], [-1.581, 1.850, -1.624], [-3.043, -0.945, 0.757], [1.889, 0.382, 0.217], [1.327, -0.701, 1.614], [-0.253, -0.200, -0.953], [-2.055, 0.859, -1.702], [3.448, -2.231, 1.960], [1.316, -1.380, -0.328], [-1.014, 2.451, 1.861], [0.239, 0.352, -0.099], [0.602, 0.479, 2.311], [-3.428, 2.507, -0.526], [-0.113, -2.024, -1.748], [-0.313, 0.163, -2.152], [0.261, 1.757, 2.263], [-0.585, -0.622, 1.809], [-1.616, 2.172, -1.397], [2.413, -1.779, 0.383], [-1.613, 1.944, -0.710], [-2.612, 1.223, -0.298], [-1.833, 0.339, -2.818], [2.623, -0.451, 1.603], [-0.926, -0.581, -1.322], [-3.195, 1.241, -0.197], [4.284, -1.339, 2.038], [0.408, 0.159, 0.336], [0.706, -1.374, -1.167], [-1.158, 0.319, 0.331], [0.365, 0.537, -0.819], [1.757, -2.677, -1.246], [-3.071, 2.129, 0.125], [2.340, -0.074, 3.526], [0.454, -1.738, -0.138], [-0.340, 1.574, 2.327], [1.427, -2.650, -2.177], [-2.665, 0.875, -3.654], [-0.395, 2.237, 5.522], [3.222, -2.565, -1.086], [2.272, -1.132, 0.752], [-0.581, -0.076, -1.203], [0.107, -0.137, 0.071], [0.293, 0.329, -1.225], [-1.229, 0.886, -0.474], [0.758, -1.084, -1.044], [-0.689, -0.927, -0.910], [-0.196, 0.220, -0.135], [0.166, 0.166, 0.954], [-0.494, -0.203, -0.820], [-0.262, 0.382, 0.224], [0.847, -0.259, 1.028], [0.698, -0.496, -0.132], [-0.041, -0.321, -0.539], [-0.727, 0.698, 0.007], [0.076, 0.358, 0.453], [0.746, -0.747, -0.151], [-0.285, -0.131, -2.152], [2.092, -1.580, 0.650], [-2.901, 0.465, 1.190], [0.244, 0.672, -0.472], [-0.073, 0.069, 0.728], [-0.995, 1.690, -0.356], [-0.176, -0.266, -0.046], [0.131, -1.434, -1.160], [0.379, 1.353, 1.015], [-0.841, 0.562, 0.718], [1.152, 0.425, -0.393], [0.613, -0.259, 0.112], [0.587, -0.080, 0.162], [-0.342, -0.948, -0.165], [0.535, -0.363, 0.080]],
  "mulliken_charge": [1.79, -0.52, -0.55, -0.38, 0.40, -0.57, -0.57, -0.38, 0.61, -0.58, -0.43, -0.46, -0.64, 1.02, 0.03, -0.56, -1.03, -0.03, -0.06, -0.58, -0.19, 0.07, -0.21, -0.46, -0.80, -0.05, 1.17, -0.41, 0.04, -0.35, -0.70, -0.47, -0.11, 0.51, 0.28, -0.39, -0.62, -0.54, -0.05, 0.41, -0.12, 0.29, 0.44, 0.28, 0.45, 0.28, 0.32, 0.59, 0.43, 0.48, 0.36, 0.35, 0.40, 0.55, 0.40, 0.38, 0.38, -0.58, 0.46, -0.60, -0.45, -0.06, -0.28, -0.30, 0.30, 0.26, -0.08, 0.37, 0.30, 0.34, 0.13, 0.27],
  "lumo_ev": [-0.946, -2.450],
  "homo_energy_ev": [-5.95, -8.16],
  "e_above_lowest_kcal_mol": 46.2,
  "total_charge": 0,
  "spin_multiplicity": 3,
  "homo_lumo_gap_ha": [0.1838, 0.2099]
}